{
  "formula": "C21H20BIrN5S3",
  "method": "ωB97M-V/def2-TZVPD",
  "symbols": ["Ir", "S", "C", "C", "C", "C", "C", "C", "N", "C", "C", "C", "C", "C", "C", "C", "H", "H", "H", "H", "H", "H", "H", "H", "C", "N", "C", "C", "N", "B", "N", "C", "C", "N", "C", "C", "S", "C", "S", "H", "H", "H", "H", "H", "H", "H", "H", "H", "H", "H", "H"],
  "xyz": [[0.01004, -0.08087, 0.25500], [-3.88214, -1.93641, 1.62766], [-4.35635, -0.54016, 0.70325], [-5.63221, -0.13374, 0.32318], [-5.74362, 1.01419, -0.43584], [-4.60967, 1.74231, -0.81843], [-3.34615, 1.33537, -0.44454], [-3.22360, 0.18239, 0.32662], [-2.03672, -0.37966, 0.78282], [-2.23416, -1.48385, 1.44068], [-1.08146, -2.23701, 1.86696], [-1.13109, -3.36727, 2.67470], [0.05075, -3.99683, 3.03166], [1.26296, -3.50061, 2.57084], [1.30796, -2.38144, 1.73982], [0.13305, -1.74323, 1.38909], [-6.50759, -0.70312, 0.60605], [-6.72421, 1.35594, -0.73949], [-4.72855, 2.63622, -1.41561], [-2.45795, 1.87890, -0.74241], [-2.08533, -3.74376, 3.02645], [0.02774, -4.86151, 3.68118], [2.18864, -3.97776, 2.86585], [2.25726, -2.01150, 1.38318], [-2.03292, -3.57881, -1.48427], [-0.57687, -3.57449, -1.41612], [0.19515, -4.68068, -1.17282], [1.48411, -4.26885, -1.20841], [1.50460, -2.92531, -1.47890], [2.88687, -2.14296, -1.49097], [2.75504, -0.78464, -2.22282], [2.97689, -0.59207, -3.57000], [2.94776, 0.73255, -3.81680], [2.69610, 1.35122, -2.60789], [2.58592, 2.78830, -2.38790], [2.56886, 0.40810, -1.65827], [2.17409, 0.77152, 0.00282], [0.24132, -2.50946, -1.59416], [-0.34635, -0.89382, -1.89708], [-2.43181, -4.09965, -0.61553], [-2.36740, -4.08212, -2.38942], [-2.38961, -2.55310, -1.49559], [-0.23310, -5.65081, -0.99069], [2.39427, -4.82491, -1.06527], [3.67988, -2.81837, -2.09453], [3.19420, -1.94404, -0.34877], [3.15908, -1.41641, -4.23667], [3.06198, 1.28584, -4.73180], [2.80246, 3.29871, -3.32146], [3.29303, 3.10828, -1.62761], [1.58125, 3.04304, -2.05776]],
  "mulliken_charge": [0.778, -0.239, 1.100, -0.638, -0.478, -0.725, -0.520, -0.317, -0.094, 0.663, 0.691, -0.628, -0.851, -0.737, -0.439, -0.043, 0.416, 0.401, 0.405, 0.415, 0.438, 0.437, 0.467, 0.445, -0.945, 0.312, -0.344, -0.817, 0.106, 0.281, 0.141, -0.550, -0.329, 0.207, -0.844, -0.137, -0.317, 0.019, -0.417, 0.364, 0.333, 0.299, 0.518, 0.509, -0.168, -0.109, 0.513, 0.448, 0.333, 0.354, 0.293],
  "orbital_gap_ev": 6.67,
  "e_tot_ha": -2409.6836,
  "total_charge": 1,
  "relative_energy_kcal_mol": 1.8
}

{
  "formula": "C4H6O2",
  "method": "ωB97M-V/def2-TZVPD",
  "symbols": ["C", "C", "O", "C", "C", "O", "H", "H", "H", "H", "H", "H"],
  "xyz": [[0.12748, 0.28776, -1.28513], [-0.67715, -0.18453, 0.59098], [-1.84809, -0.48163, 0.44902], [-0.07478, 1.08074, 0.23317], [0.32875, -1.19675, 1.09779], [1.49643, -1.28543, 0.80230], [1.00111, -0.38202, -1.21260], [0.29978, 1.08886, -1.97455], [-0.69209, -0.35351, -1.67826], [0.93849, 1.28796, 0.60087], [-0.72977, 1.93858, 0.51485], [-0.17016, -1.80004, 1.86156]],
  "mulliken_charge": [-1.044, 0.545, -0.582, -0.448, 0.032, -0.455, 0.316, 0.363, 0.318, 0.279, 0.315, 0.360],
  "smiles": "CCC(=O)C=O",
  "orbital_gap_ev": 9.39,
  "e_tot_ha": -306.4150,
  "relative_energy_kcal_mol": 57.3
}